Entry 1:
C5H9BO | wB97M-V/def2-TZVPD

The geometry in XYZ format:
```
16
C5H9BO wB97M-V/def2-TZVPD
C 3.48062 0.47868 0.12231
O 2.75511 -0.63080 -0.17938
B 1.46353 -0.52669 -0.29640
C 0.04514 -0.50639 -0.58320
C -1.28038 -0.49359 0.20182
C -2.91119 -0.53197 -0.11114
C -2.22135 0.68482 0.41410
H 4.46058 0.16868 0.10415
H 3.37096 0.78055 1.15306
H 3.41309 1.16256 -0.71846
H -0.30589 -0.00139 -1.54325
H -1.24209 -1.27509 0.97190
H -3.42373 -1.25140 0.51770
H -3.07881 -0.56089 -1.23611
H -2.29473 0.95448 1.44420
H -2.23084 1.54844 -0.26131
```

Results
E_LUMO = 0.5530 eV
Gap between HOMO and LUMO = 7.887 eV
ΔE to the lowest compared entry with this formula, charge and spin = 333.7 kJ/mol
DFT total energy = -295.8774 a.u.
HOMO energy = -7.33 eV

Entry 2:
C5H10MgO4Sn | wB97M-V/def2-TZVPD

The geometry in XYZ format:
```
21
C5H10MgO4Sn wB97M-V/def2-TZVPD
O 2.12261 -0.22280 0.48408
C 2.23255 0.93283 -0.26995
C 0.99789 1.81943 -0.15931
O -0.16492 1.01895 -0.13420
C -1.36167 1.44752 0.50687
C -2.23851 0.20876 0.59769
O -1.51939 -0.86302 1.16085
Mg 0.33281 -0.91351 0.49868
H 2.39431 0.71677 -1.34884
H 3.10044 1.55239 0.03355
H 1.02937 2.35813 0.80323
H 1.58494 -3.51186 -0.66771
H -1.84595 2.24703 -0.07444
H -1.11226 1.82463 1.51161
H -2.57666 -0.02385 -0.42906
H -3.13081 0.43526 1.20707
C 0.81083 -3.13470 -1.35881
O 0.05911 -2.20524 -1.08715
Sn -2.20725 -2.36569 2.05049
H 0.57460 -3.79520 -2.21194
H 0.91796 2.47417 -1.11270
```

Results
E_LUMO (spin up / spin down) = -0.9228 / -0.9051 eV
Gap between HOMO and LUMO (spin up / spin down) = 4.131 / 4.171 eV
ΔE to the lowest compared entry with this formula, charge and spin = 0.0 kJ/mol
DFT total energy = -911.8067 a.u.
HOMO energy (spin up / spin down) = -5.05 / -5.08 eV

Entry 3:
C4H7N3 | wB97M-V/def2-TZVPD

The geometry in XYZ format:
```
14
C4H7N3 wB97M-V/def2-TZVPD
C -1.37629 -1.49096 -0.99414
N 0.00252 -1.04543 -0.99510
C 0.42387 -0.06145 -0.11367
C -0.29949 1.07644 0.33025
C 0.59960 1.76481 1.10974
N 1.74762 1.06018 1.09503
N 1.66371 -0.07009 0.35848
H -2.02240 -0.68490 -0.63767
H -1.68904 -1.74016 -2.01340
H -1.55282 -2.36784 -0.35386
H 0.68571 -1.78594 -1.07563
H -1.31195 1.36565 0.08990
H 0.50547 2.68723 1.66616
H 2.62350 1.29246 1.53390
```

Results
E_LUMO = 1.1221 eV
Gap between HOMO and LUMO = 9.019 eV
ΔE to the lowest compared entry with this formula, charge and spin = 46.1 kJ/mol
DFT total energy = -320.8657 a.u.
HOMO energy = -7.90 eV

Entry 4:
C6H10 | wB97M-V/def2-TZVPD

The geometry in XYZ format:
```
16
C6H10 wB97M-V/def2-TZVPD
C 0.82438 1.71446 -1.54045
C 1.12839 1.27619 -0.31984
C 0.42316 0.10588 0.23608
C 1.13162 -0.86346 1.15221
C -0.90347 0.01096 0.07274
C -1.88413 -1.12176 0.13922
H 0.47794 1.03473 -2.30915
H 1.05806 2.70601 -1.90944
H 1.69154 1.88795 0.36789
H 2.09936 -1.20057 0.77737
H 0.55761 -1.77651 1.30127
H 1.23792 -0.39408 2.13267
H -1.33661 0.84541 -0.47515
H -2.65954 -0.98012 0.89251
H -1.53113 -2.11139 0.34390
H -2.31508 -1.13372 -0.86182
```

Results
E_LUMO = 1.0086 eV
Gap between HOMO and LUMO = 9.722 eV
ΔE to the lowest compared entry with this formula, charge and spin = 129.4 kJ/mol
DFT total energy = -234.5532 a.u.
HOMO energy = -8.71 eV

Entry 5:
H10O4S | wB97M-V/def2-TZVPD

The geometry in XYZ format:
```
15
H10O4S wB97M-V/def2-TZVPD
O 0.06939 2.18332 4.69737
H 0.83428 1.93862 5.25321
H 0.27220 1.64861 3.93176
O 0.62350 1.62952 -1.09369
H 0.61961 2.55085 -0.81388
H 0.59444 1.17416 -0.23924
O -4.07047 3.38739 -4.24892
H -3.68569 2.51478 -4.22370
H -3.63983 3.57781 -3.40596
O 0.93679 0.37427 -6.05078
H 0.15575 0.91056 -5.97695
H 0.90166 -0.03348 -5.18760
S 1.29304 -4.17072 3.68983
H 1.46862 -5.15624 2.85808
H 1.33168 -3.13573 2.85203
```

Results
E_LUMO = -0.1480 eV
Gap between HOMO and LUMO = 9.896 eV
ΔE to the lowest compared entry with this formula, charge and spin = 134.2 kJ/mol
DFT total energy = -705.0959 a.u.
HOMO energy = -10.04 eV

Entry 6:
C42H38Cl5N4O4S4Tm | wB97M-V/def2-TZVPD

The geometry in XYZ format:
```
98
C42H38Cl5N4O4S4Tm wB97M-V/def2-TZVPD
Tm 0.87418 -0.08510 0.49381
C 4.74991 0.95854 0.40693
N 3.74109 0.25231 -0.39900
C 3.67437 0.85417 -1.72766
C 2.90097 2.16794 -1.68376
N 1.44709 1.97076 -1.59823
C 0.77710 3.13539 -0.99795
C 0.89938 1.68795 -2.91172
C 0.66690 2.72589 -3.80601
C 0.09576 2.50391 -5.05037
C -0.24115 1.20306 -5.40493
C 0.01002 0.15954 -4.53643
C 0.59545 0.36373 -3.27341
S 0.94115 -0.99071 -2.25661
C 4.08995 -1.14634 -0.37391
C 4.69665 -1.78147 -1.44925
C 5.11941 -3.10233 -1.36306
C 4.94454 -3.80101 -0.17742
C 4.33535 -3.18195 0.90152
C 3.88833 -1.85647 0.83144
S 3.12137 -1.11559 2.20598
H 5.75426 0.78530 -0.00962
H 4.71202 0.59630 1.43137
H 4.56247 2.02885 0.41686
H 3.16191 0.16724 -2.39901
H 4.68575 1.05363 -2.12014
H 3.15328 2.75196 -2.58159
H 3.21248 2.74713 -0.81910
H 1.20116 4.09142 -1.33624
H 0.85753 3.09215 0.08718
H -0.27715 3.09878 -1.26423
H 0.93304 3.74188 -3.53363
H -0.08944 3.33439 -5.72112
H -0.70942 1.01088 -6.36506
H -0.25243 -0.85703 -4.80161
H 4.84736 -1.24979 -2.38118
H 5.58242 -3.57801 -2.22021
H 5.26305 -4.83482 -0.09496
H 4.16652 -3.71797 1.82638
Cl 0.25774 -0.45508 3.35139
C 1.13797 1.01596 3.56278
C 1.62557 1.65686 2.40963
C 2.33793 2.81266 2.73588
Cl 2.95655 3.83743 1.45757
C 2.60096 3.27557 4.02937
Cl 3.54360 4.70197 4.32101
C 2.08168 2.58660 5.11441
Cl 2.36319 3.13028 6.72991
C 1.31991 1.44983 4.86990
Cl 0.60426 0.60983 6.20203
O -1.69590 -5.44034 -0.10302
C -0.46031 -5.50530 -0.62377
C -0.07819 -6.69673 -1.24146
C 1.17360 -6.82312 -1.81650
C 2.06494 -5.75640 -1.79437
C 1.69529 -4.57589 -1.17567
C 0.44758 -4.43455 -0.57429
C 0.15809 -3.14391 0.10628
O 1.09404 -2.32239 0.29462
N -1.08912 -2.95962 0.51226
N -1.28000 -1.73920 1.13445
C -2.39034 -1.71205 1.77252
S -3.43216 -3.16612 1.70715
C -4.81266 -2.39656 2.60401
C -4.20512 -1.47295 3.62923
S -3.00920 -0.39953 2.75974
H -1.80271 -4.51061 0.23366
H -0.79158 -7.51193 -1.26338
H 1.45162 -7.75681 -2.29288
H 3.04195 -5.84483 -2.25343
H 2.36641 -3.72750 -1.14766
H -5.39753 -3.19743 3.05929
H -5.42997 -1.84553 1.89310
H -3.66870 -2.03964 4.39149
H -4.94410 -0.82520 4.10220
C -6.90448 3.80687 0.40805
C -5.54515 3.16209 0.31062
C -5.37070 1.93915 -0.31878
C -4.12026 1.33466 -0.40747
C -3.97415 0.03184 -1.14478
C -3.02144 1.96447 0.18653
C -3.17076 3.21081 0.80904
C -2.00192 3.94415 1.41671
C -4.43255 3.79267 0.85244
C -1.68464 1.25434 0.20914
O -1.20497 0.79623 -0.84037
O -1.08444 1.14880 1.32105
H -7.67945 3.15187 0.00904
H -6.92910 4.74499 -0.15162
H -7.14915 4.03599 1.44739
H -6.23183 1.43686 -0.75008
H -4.94481 -0.43546 -1.32018
H -3.34044 -0.66793 -0.60491
H -3.48332 0.19676 -2.10550
H -1.38334 4.39294 0.63514
H -1.37276 3.25796 1.98021
H -2.34514 4.74213 2.07595
H -4.55311 4.75558 1.34087
```

Results
E_LUMO (spin up / spin down) = 3.6787 / 3.6787 eV
Charge = -2
Spin multiplicity = 3
Gap between HOMO and LUMO (spin up / spin down) = 5.483 / 5.482 eV
ΔE to the lowest compared entry with this formula, charge and spin = 0.0 kJ/mol
DFT total energy = -7122.4499 a.u.
HOMO energy (spin up / spin down) = -1.80 / -1.80 eV